58
Properties=species:S:1:pos:R:3:nbo_charge:R:1 method="wB97M-V/def2-TZVPD" orbital_gap_ha=0.447 e_above_lowest_ev=0.155 charge=+2 e_lumo_ev=-4.533
Mg 0.020 0.105 -0.041 1.7935
C -0.091 -3.096 -0.734 -0.0905
C -1.145 -2.597 -1.692 -0.0960
O -1.066 -1.167 -1.676 -0.6330
C -2.031 -0.548 -2.534 -0.1028
C -2.325 0.801 -1.920 -0.0888
O -1.103 1.389 -1.456 -0.6297
C -0.251 1.831 -2.531 -0.1004
C 0.845 2.633 -1.885 -0.0919
O 1.344 1.848 -0.795 -0.6171
C 1.749 2.633 0.333 -0.0949
C 0.520 3.010 1.127 -0.0987
O -0.205 1.795 1.352 -0.6373
C -1.577 2.002 1.708 -0.0911
C -2.114 0.668 2.151 -0.0840
O -1.673 -0.294 1.178 -0.6659
C -2.190 -1.625 1.362 -0.0918
C -1.008 -2.569 1.448 -0.0966
O -0.056 -2.266 0.429 -0.6002
H 0.898 -3.030 -1.182 0.2077
H -0.269 -4.138 -0.464 0.2190
H -2.150 -2.898 -1.383 0.1890
H -0.969 -2.979 -2.700 0.2183
H -2.945 -1.144 -2.574 0.2160
H -1.630 -0.480 -3.547 0.2051
H -2.953 0.694 -1.037 0.2074
H -2.824 1.468 -2.625 0.2192
H -0.822 2.445 -3.229 0.2221
H 0.151 0.967 -3.066 0.1939
H 0.450 3.582 -1.519 0.1998
H 1.650 2.840 -2.593 0.2218
H 2.297 3.519 0.011 0.2209
H 2.418 2.002 0.912 0.2222
H -0.117 3.705 0.574 0.1960
H 0.787 3.467 2.083 0.2201
H -2.115 2.377 0.833 0.1989
H -1.660 2.731 2.517 0.2243
H -3.204 0.691 2.197 0.2193
H -1.717 0.386 3.129 0.2043
H -2.855 -1.848 0.527 0.1989
H -2.766 -1.676 2.287 0.2223
H -1.335 -3.608 1.379 0.2165
H -0.495 -2.432 2.401 0.2100
C 1.513 -0.151 3.038 -0.6260
C 2.275 -0.899 1.978 -0.0698
O 1.962 -0.428 0.639 -0.6778
C 2.825 -1.130 -0.294 -0.0712
C 2.553 -0.765 -1.731 -0.6488
H 1.804 -0.548 4.011 0.2546
H 0.435 -0.276 2.937 0.1901
H 1.739 0.914 3.035 0.2189
H 2.055 -1.969 2.011 0.1924
H 3.350 -0.771 2.117 0.2048
H 2.690 -2.201 -0.121 0.1885
H 3.856 -0.886 -0.035 0.2095
H 1.507 -0.923 -2.020 0.1830
H 3.140 -1.420 -2.375 0.2592
H 2.829 0.262 -1.948 0.2367

64
Properties=species:S:1:pos:R:3:nbo_charge:R:1 method="wB97M-V/def2-TZVPD" orbital_gap_ha="0.117 / 0.117" charge=0 e_lumo_ev="-3.468 / -3.475"
Pb -0.227 -1.095 1.023 1.6219
C -0.055 2.711 1.118 -0.4349
C 1.147 2.128 0.366 -0.2238
N 0.865 0.879 -0.370 -0.6312
C 2.056 0.400 -1.069 -0.2430
C 1.923 -1.052 -1.497 -0.2376
N 1.683 -1.940 -0.360 -0.6791
C 2.860 -2.558 0.277 -0.2295
C 3.960 -1.594 0.718 -0.4268
C 3.703 -0.670 1.933 -0.2183
N 2.312 -0.559 2.380 -0.6791
C 2.207 0.401 3.478 -0.2258
C 0.782 0.566 3.997 -0.2357
N -0.132 1.078 2.975 -0.6349
C 0.018 2.493 2.621 -0.2166
H -0.971 2.254 0.753 0.2558
H -0.136 3.780 0.916 0.2316
H 1.946 1.886 1.072 0.1915
H 1.551 2.877 -0.325 0.2012
H 0.102 1.029 -1.029 0.4381
H 2.892 0.516 -0.381 0.2019
H 2.280 1.013 -1.951 0.2156
H 2.811 -1.350 -2.066 0.2077
H 1.069 -1.145 -2.171 0.2319
H 1.090 -2.700 -0.685 0.4227
H 3.313 -3.262 -0.431 0.2000
H 2.487 -3.140 1.121 0.2325
H 4.276 -1.004 -0.143 0.2038
H 4.821 -2.222 0.957 0.2296
H 4.044 0.340 1.685 0.1919
H 4.337 -0.998 2.768 0.1822
H 1.991 -1.468 2.719 0.4022
H 2.589 1.362 3.119 0.1871
H 2.844 0.123 4.329 0.1889
H 0.814 1.208 4.886 0.1939
H 0.406 -0.409 4.314 0.2241
H -1.090 0.893 3.245 0.3966
H 0.982 2.847 2.994 0.1840
H -0.745 3.099 3.118 0.2102
N -1.096 -2.212 -0.928 -0.7687
C -1.519 -2.290 -2.022 0.6428
N -2.057 -2.404 -3.165 -0.6596
C -1.423 -2.131 -4.291 0.4275
N -0.930 -1.884 -5.310 -0.4482
C -5.674 -0.940 -0.057 -0.6373
C -4.521 -1.293 -0.967 -0.0570
O -3.970 -0.099 -1.589 -0.8522
P -2.943 0.842 -0.838 2.0664
O -2.450 0.348 0.486 -1.1651
Te -3.988 2.996 -0.665 -0.5786
O -1.705 0.955 -1.849 -0.8944
C -1.909 1.300 -3.243 -0.0716
C -0.566 1.660 -3.827 -0.6290
H -6.126 -1.857 0.325 0.2119
H -6.435 -0.379 -0.598 0.2234
H -5.333 -0.347 0.792 0.2228
H -4.832 -1.912 -1.805 0.1996
H -3.721 -1.805 -0.431 0.1865
H -2.608 2.139 -3.297 0.2149
H -2.350 0.439 -3.742 0.2021
H -0.122 2.498 -3.284 0.2023
H -0.683 1.944 -4.872 0.2342
H 0.111 0.804 -3.793 0.2034
S 0.046 -3.086 2.566 -0.6063

57
Properties=species:S:1:pos:R:3:mulliken_spin:R:1 method="wB97M-V/def2-TZVPD" orbital_gap_ha="0.175 / 0.181" e_above_lowest_ev=3.844 charge=+2 multiplicity=5 e_lumo_ev="-6.363 / -10.389"
P 0.257 -1.834 -2.310 0.3704
P -0.276 1.981 -2.008 0.6307
C 0.025 -0.489 -3.590 0.1616
C 0.372 0.978 -3.368 0.0766
H -0.978 -0.603 -4.021 0.0518
H 0.775 -0.857 -4.310 0.0256
H 1.430 1.174 -3.583 -0.0125
H -0.238 1.567 -4.064 -0.0508
C -1.945 2.615 -2.258 0.0231
H -2.055 3.467 -1.559 -0.0010
H -2.683 1.834 -1.982 0.0056
H -2.092 2.950 -3.301 0.0046
C 0.968 3.191 -1.584 -0.0236
H 0.917 4.041 -2.292 0.0180
H 1.976 2.725 -1.612 0.0112
H 0.726 3.515 -0.550 0.0049
C -0.950 -3.175 -2.310 -0.0329
H -0.677 -3.841 -1.474 0.0048
H -0.956 -3.754 -3.244 0.0183
H -1.954 -2.757 -2.121 0.0032
C 1.989 -2.397 -2.343 0.0110
H 2.655 -1.529 -2.201 -0.0006
H 2.250 -2.916 -3.279 0.0020
H 2.102 -3.094 -1.496 0.0050
Pt -0.257 -0.064 -1.095 1.0657
C 0.452 1.579 -6.102 0.0579
C -0.905 1.661 -5.992 0.0507
C -1.812 0.949 -6.954 0.0149
C -1.416 -0.522 -7.273 0.0432
C -0.698 -1.275 -6.192 0.1907
C 0.665 -1.412 -6.158 0.2614
C 1.566 -0.589 -7.041 0.0230
C 1.161 0.900 -7.244 -0.0098
C 0.015 -1.309 0.552 0.5740
H 1.127 2.146 -5.478 -0.0117
H -1.404 2.402 -5.362 0.0169
H -1.865 1.500 -7.916 0.0017
H -2.836 0.973 -6.553 0.0025
H -2.355 -1.074 -7.487 0.0025
H -0.825 -0.526 -8.202 0.0134
H -1.346 -1.801 -5.507 0.0154
H 1.159 -2.242 -5.642 0.0336
H 1.644 -1.060 -8.044 0.0237
H 2.589 -0.620 -6.629 0.0086
H 2.103 1.463 -7.410 0.0006
H 0.587 0.984 -8.185 0.0059
H 0.471 -0.621 1.262 0.0197
H 0.674 -2.160 0.346 -0.0119
H -0.972 -1.642 0.889 0.0333
C -1.991 2.875 1.947 0.0083
S -1.920 1.235 1.246 0.0061
O -1.593 0.286 2.291 0.0460
O -3.115 0.993 0.461 0.0249
O -0.651 1.435 0.276 0.1771
H -1.263 2.910 2.777 0.0019
H -3.021 3.004 2.325 0.0021
H -1.749 3.628 1.190 0.0002

> Among the records above, which one has the lowest charge?

C16H34N7O3PPbSTe